{"formula": "C36H121N9O20", "method": "the ωB97M-V functional and the def2-TZVPD basis", "symbols": ["H", "H", "H", "H", "O", "C", "H", "O", "H", "C", "H", "H", "N", "H", "H", "N", "H", "H", "H", "H", "H", "H", "H", "C", "C", "N", "H", "C", "C", "C", "H", "H", "H", "H", "H", "H", "C", "H", "H", "O", "C", "H", "H", "H", "H", "H", "H", "O", "H", "H", "H", "H", "H", "H", "C", "H", "C", "H", "H", "H", "H", "N", "H", "H", "H", "H", "H", "O", "H", "H", "H", "H", "H", "H", "H", "H", "H", "O", "H", "H", "H", "H", "H", "C", "H", "H", "C", "H", "C", "C", "H", "C", "O", "O", "H", "O", "H", "H", "H", "H", "C", "O", "O", "H", "H", "H", "C", "H", "H", "H", "C", "H", "C", "H", "H", "C", "H", "H", "C", "H", "C", "O", "H", "H", "H", "H", "C", "O", "C", "O", "N", "H", "H", "N", "H", "C", "H", "C", "H", "C", "H", "O", "O", "H", "H", "H", "H", "H", "H", "N", "C", "H", "H", "H", "H", "C", "H", "H", "N", "H", "C", "H", "O", "H", "H", "H", "C", "C", "H", "C", "H", "H", "C", "O", "H", "H", "H", "H", "H", "C", "H", "N", "H", "O", "O", "H"], "coordinates": [[5.84, -0.61, 0.74], [-4.24, 4.44, -6.22], [4.04, -5.94, 2.71], [-3.94, -0.21, 7.47], [-1.91, 3.18, 1.34], [0.69, 5.93, -2.23], [3.13, 1.52, 2.82], [4.70, 1.12, -3.15], [-1.36, -5.23, -0.57], [2.00, -3.93, -2.21], [1.28, -0.61, -0.12], [2.95, 5.99, -2.42], [-0.97, 0.40, 1.72], [0.91, -7.89, 2.37], [-1.27, -3.52, -1.05], [3.05, -7.97, 1.19], [1.87, -6.92, 3.59], [4.60, -0.10, -2.20], [1.28, 1.77, -6.61], [4.21, 3.29, -1.11], [1.99, -2.61, 1.66], [-3.68, -8.71, -2.49], [-1.72, -3.78, 3.86], [2.41, -3.50, 1.17], [1.99, -2.76, -3.24], [1.95, 0.83, -5.15], [-1.10, 1.40, 1.58], [3.46, 2.20, -6.54], [-2.21, 4.91, -4.65], [-0.93, -1.99, 7.69], [0.09, 7.39, -0.97], [-3.49, -0.18, 10.53], [-0.51, -1.27, 8.39], [-4.61, 3.92, -4.07], [3.81, -2.75, 3.88], [-4.68, -1.42, 10.90], [-1.81, 2.83, 4.68], [-2.54, 0.02, 8.53], [4.58, 2.05, -2.95], [0.90, -3.96, -5.07], [-0.78, -3.30, 3.60], [-2.79, 0.16, 2.66], [-0.21, -2.30, 6.93], [-1.19, -4.34, -5.14], [4.95, 1.85, -8.76], [2.71, -3.66, -1.43], [-2.43, -8.38, -3.66], [-3.30, 2.99, -2.77], [0.99, -4.05, -1.80], [-2.83, 7.61, 3.82], [-1.23, 2.52, -3.01], [4.15, -5.30, 1.04], [-1.98, 3.52, 2.23], [2.99, 3.70, -1.89], [-2.25, -1.46, 7.02], [3.21, -3.19, 0.50], [-3.83, 3.16, -4.06], [1.05, 5.24, -0.24], [-1.40, -4.87, -3.02], [3.42, -1.74, 4.93], [3.47, 3.08, -7.18], [-4.56, 6.83, 5.53], [2.62, 0.90, -4.40], [4.65, 1.78, 0.56], [-3.66, -3.95, -3.61], [-1.32, 5.30, -5.15], [-0.13, -3.84, 2.91], [0.43, -1.05, -0.11], [1.53, -0.71, -3.07], [-5.14, -0.13, 9.75], [1.51, 4.11, -5.39], [0.35, 5.44, -3.15], [-4.20, 7.35, 2.78], [0.03, 2.19, -0.61], [-1.53, 2.15, 3.88], [3.53, -1.17, -2.12], [-2.01, -9.04, -2.08], [1.21, 3.69, -1.58], [-2.73, -4.23, -0.34], [5.59, 0.98, 3.40], [2.89, -2.68, -3.86], [1.59, 2.72, 0.06], [0.56, -6.30, 2.58], [-4.12, 5.94, 4.48], [5.77, 1.01, -7.46], [2.02, 6.97, -3.54], [0.81, -2.90, -4.18], [1.63, 1.33, 2.92], [-2.66, -8.33, -2.59], [-2.24, -0.31, 1.84], [-4.06, -5.79, -1.91], [1.43, -6.96, 2.59], [3.63, 1.05, -7.30], [-3.72, -1.57, 9.10], [-2.91, 0.85, 0.15], [-2.37, -7.07, -2.06], [5.25, 0.02, -0.50], [-2.98, -0.39, 5.45], [-2.84, -2.34, 6.75], [4.24, 2.33, -5.79], [-3.18, -6.01, -2.51], [2.31, 1.71, 2.36], [4.67, 0.72, 3.32], [-0.87, 3.15, 5.14], [-0.29, -3.18, 4.57], [0.44, 2.99, -4.64], [-1.90, -4.41, -1.02], [5.41, 1.10, -3.78], [-0.39, -3.41, -6.42], [-1.21, -2.89, 8.23], [-3.10, 4.90, 5.09], [-2.25, 5.38, 5.59], [-3.04, -0.15, 0.56], [-0.48, 4.74, -0.95], [3.32, 2.31, 1.05], [-0.30, -4.28, -5.77], [-0.04, -5.17, -6.34], [1.89, -0.79, 3.68], [1.07, 2.45, -0.85], [-2.91, 4.17, -6.96], [1.49, 3.14, -4.87], [-2.57, 3.99, 4.13], [-1.73, -1.25, 5.04], [4.67, -0.22, 3.48], [4.88, 0.14, -8.65], [-1.17, 6.76, -1.57], [-2.31, -4.73, -2.43], [2.90, -4.34, 2.22], [0.58, 4.88, -1.15], [3.94, 3.60, -1.97], [-3.04, -3.58, -2.90], [0.40, -1.07, 3.56], [-2.85, 5.78, -4.46], [-3.51, 3.74, -6.27], [0.76, -1.97, -4.74], [4.84, 1.04, -8.04], [-1.75, 4.75, -3.68], [-2.19, 2.15, -2.66], [-2.77, 3.33, 0.95], [-4.32, -0.75, 10.12], [-3.82, 7.39, 5.92], [-1.09, -1.92, 3.29], [3.57, -1.83, 3.99], [-0.49, 0.42, 2.61], [-3.68, 4.31, 5.80], [-2.31, 2.16, 5.38], [-2.51, -0.81, -0.13], [-2.06, 2.14, -1.58], [-0.06, -3.06, -3.54], [1.78, -1.51, -2.50], [-3.47, 6.83, 3.40], [1.01, -1.53, -1.85], [1.81, -6.44, 0.61], [2.45, 0.24, -5.80], [-5.31, 7.49, 5.39], [2.04, 2.07, -5.89], [-2.06, 2.85, -5.21], [-2.30, 1.10, -2.91], [-2.08, -0.67, 5.79], [-4.06, -0.40, 0.86], [2.44, -6.70, 1.46], [1.54, -3.91, 0.66], [1.03, -0.46, 3.95], [-4.98, 5.40, 4.09], [-0.08, -0.57, 0.54], [-3.67, -3.33, -2.16], [-1.99, -1.80, 2.30], [3.48, -5.53, 1.87], [1.60, 1.67, -1.38], [2.05, 6.60, -2.52], [2.21, -4.86, -2.74], [-2.92, -2.25, 2.66], [-2.83, 3.61, -5.07], [5.61, 0.24, 0.36], [2.19, 7.52, -1.95], [-1.72, -2.38, 1.42], [-4.30, 2.20, -4.29], [-2.96, 6.20, 2.68], [2.04, 3.33, -3.95], [-3.19, -0.72, 8.07], [2.23, -8.52, 0.97], [-0.24, 7.04, -1.85], [-3.60, -6.25, -3.49], [4.06, 2.54, 0.50], [4.38, -0.92, -1.75], [3.28, -8.50, 2.02]], "mulliken_charge": [0.249, 0.292, 0.369, 0.376, -0.331, 1.660, 0.275, -0.599, 0.374, -1.016, 0.080, 0.272, 0.083, 0.503, 0.182, -0.778, 0.301, 0.474, 0.384, 0.534, -0.418, 0.330, 0.367, -0.419, 0.107, -0.374, -0.398, -0.631, -0.876, -1.352, 0.300, 0.340, 0.321, 0.400, 0.204, 0.253, -0.092, 0.394, 0.293, -0.363, -0.667, 0.413, 0.344, 0.214, 0.312, 0.286, 0.352, -0.319, -0.121, 0.289, -0.271, 0.361, 0.153, 0.014, 0.430, 0.888, -1.194, 0.348, -0.191, 0.252, 0.465, -0.703, 0.067, 0.344, 0.316, 0.418, -0.053, 0.203, -0.023, 0.284, 0.493, -0.653, 0.370, -0.266, -0.414, 0.268, 0.226, 0.549, 0.694, 0.277, 0.422, 0.078, 0.127, 0.468, 0.308, 0.353, -0.236, 0.189, -0.890, 0.577, 0.336, -1.325, -0.307, -0.343, 0.171, -0.236, 0.411, 0.308, 0.345, 0.287, -1.091, -0.650, -0.584, 0.367, 0.118, -0.052, -1.822, 0.247, 0.342, 0.358, -0.724, 0.345, -1.320, 0.266, 0.499, -0.612, 0.205, 0.362, -0.147, 0.289, -0.739, -0.239, -0.233, 0.259, 0.279, 0.274, 1.137, -0.288, -1.009, -0.799, -0.557, 0.283, 0.385, -0.779, 0.382, -0.816, -0.107, 0.583, 0.206, -0.719, 0.241, 0.705, -0.544, -0.299, 0.299, 0.249, 0.060, -0.679, 0.023, 0.705, -1.125, -0.165, 0.107, 0.359, 0.237, -0.007, 0.052, 0.466, -0.320, 0.497, 0.774, 0.039, -0.653, 0.265, -0.237, 0.317, -0.787, -0.963, 0.050, -1.548, 0.483, 0.509, 0.920, -0.654, 0.433, -0.068, 0.399, 0.134, 0.030, -0.854, 0.294, -0.791, 0.478, -0.627, -0.875, 0.297], "e_homo_ev": -8.79, "relative_energy_kcal_mol": 4.0, "energy_ha": -3441.55724}



{"formula": "C36H20CdF15GeN2OS7", "method": "the ωB97M-V functional and the def2-TZVPD basis", "symbols": ["H", "F", "C", "C", "H", "C", "N", "S", "C", "H", "C", "C", "C", "H", "H", "H", "F", "C", "C", "C", "C", "H", "C", "F", "C", "O", "C", "F", "F", "C", "C", "H", "F", "C", "C", "F", "C", "C", "S", "H", "F", "C", "H", "Ge", "H", "F", "C", "F", "C", "H", "H", "C", "C", "S", "H", "S", "N", "C", "F", "C", "F", "C", "C", "C", "Cd", "H", "H", "F", "H", "C", "C", "C", "C", "H", "S", "C", "C", "S", "F", "S", "F", "H", "H"], "coordinates": [[0.02, 0.42, -3.85], [3.60, 2.64, 2.18], [0.42, 5.43, 3.82], [-1.53, -2.88, 5.35], [-5.91, -6.37, -2.30], [5.70, -2.97, -2.32], [-0.88, -2.58, 3.12], [-0.41, -1.56, -2.51], [-5.32, -5.56, -1.93], [-2.85, -1.63, -1.13], [-1.24, 3.68, 2.39], [-2.69, -2.71, 4.60], [4.22, -2.55, 0.06], [0.58, -2.85, 4.62], [-4.08, -2.71, 2.02], [-1.42, -3.19, 6.41], [-3.10, 4.39, 3.80], [-3.33, -2.13, -0.28], [3.19, -2.79, 0.89], [-0.39, 3.03, -0.81], [4.78, 3.77, 0.42], [-4.01, -6.74, -0.72], [0.10, 3.74, 2.06], [6.11, 4.43, -1.39], [-0.93, 5.26, 4.25], [0.14, -0.71, -1.36], [-3.02, -2.40, 2.00], [2.00, 5.16, 2.02], [-1.44, 6.01, 5.24], [3.91, 3.59, -1.86], [-2.27, 2.88, -2.35], [-2.83, -4.77, 0.33], [-3.38, 2.25, -2.86], [2.85, 2.79, -1.35], [5.21, -2.13, 2.47], [5.78, 4.20, 1.27], [0.86, 4.76, 2.67], [-4.30, -5.74, -0.98], [4.08, -3.00, -1.59], [1.76, -1.78, -3.62], [2.10, 2.13, -2.26], [-0.09, 4.26, -1.41], [-3.72, -2.60, 5.00], [0.76, 2.42, 0.68], [-1.63, 0.26, -3.38], [-1.99, 1.24, -0.65], [3.68, 3.01, 0.86], [1.14, 6.41, 4.36], [1.03, -2.46, -3.28], [-4.17, -1.41, -0.10], [-6.23, -4.14, -3.29], [-0.77, 4.77, -2.55], [2.62, 2.70, 0.00], [3.49, -2.45, 2.60], [6.32, -3.80, -1.97], [6.14, -1.89, 3.80], [-2.42, -2.23, 0.85], [4.89, 3.98, -0.95], [-2.55, 4.51, -4.12], [-4.90, -3.21, -1.85], [0.75, 5.16, -0.80], [-0.46, -2.80, 4.42], [-1.77, 4.42, 3.48], [-1.87, 4.05, -3.03], [0.04, -1.53, 0.85], [1.43, -3.09, -2.45], [0.70, -3.04, -4.13], [-0.43, 5.91, -3.11], [5.48, -3.02, -3.37], [-3.93, -3.38, -0.88], [-3.65, -4.67, -0.39], [-1.53, 2.36, -1.28], [-2.28, -2.50, 3.23], [6.14, -1.99, -2.17], [1.69, -3.54, 0.39], [-5.57, -4.29, -2.42], [-0.76, -0.33, -3.74], [5.72, -2.05, 0.87], [-2.06, 2.82, 1.68], [0.73, 0.60, 1.93], [3.99, 3.80, -3.19], [-5.09, -2.23, -2.30], [-1.01, -0.83, -4.70]], "mulliken_charge": [0.234, -0.404, 0.066, -0.653, 0.378, -1.111, -0.086, 0.554, -0.449, -0.065, 0.110, -0.830, 0.198, 0.483, 0.379, 0.343, -0.308, -0.919, -0.059, 0.895, 0.315, 0.395, 0.146, -0.301, 0.374, -0.628, -0.092, -0.281, -0.282, -0.107, -0.084, 0.385, -0.371, 0.366, 0.039, -0.308, 0.312, -0.521, 0.150, 0.367, -0.281, 0.642, 0.362, 0.300, 0.084, -0.248, -0.156, -0.294, -0.937, 0.298, 0.356, 0.178, 0.627, -0.011, 0.333, -0.281, 0.172, 0.339, -0.316, -0.676, -0.335, -0.428, -0.056, 0.531, 2.146, 0.055, 0.471, -0.308, 0.358, 0.930, -0.457, -0.665, -0.221, 0.319, -0.620, -0.441, -0.823, -0.155, -0.192, -0.709, -0.319, 0.348, 0.448], "e_homo_ev": -4.76, "energy_ha": -8098.51642, "charge": -1}



{"formula": "C36H20F15OSi", "method": "the ωB97M-V functional and the def2-TZVPD basis", "symbols": ["C", "H", "F", "C", "F", "H", "O", "C", "F", "F", "C", "H", "C", "C", "C", "C", "H", "C", "F", "F", "C", "C", "C", "C", "H", "F", "C", "C", "C", "C", "C", "C", "H", "C", "H", "C", "H", "C", "H", "F", "F", "C", "H", "C", "C", "F", "H", "C", "F", "C", "F", "F", "F", "C", "H", "C", "H", "H", "H", "C", "H", "C", "H", "H", "C", "Si", "F", "C", "C", "H", "C", "H", "C"], "coordinates": [[1.19, -3.73, 1.14], [4.53, 2.16, 4.99], [-5.54, 0.56, 3.28], [3.54, 2.64, 4.98], [1.97, -3.63, -2.41], [3.72, 2.49, 0.31], [-1.85, -0.08, -1.15], [1.55, 2.80, 3.47], [-0.92, 1.11, 4.27], [-5.49, -5.38, 0.96], [1.86, 2.23, -1.46], [5.35, 1.01, -4.51], [4.38, 1.40, -4.84], [-4.00, -3.63, 0.33], [-2.58, -0.59, 1.45], [3.07, 2.52, 1.18], [-1.09, 1.84, 0.25], [0.94, 2.75, 2.21], [-3.55, -1.95, -2.84], [3.07, -4.55, -0.06], [2.60, 2.77, -3.69], [-0.57, -2.48, -0.01], [-0.46, 1.90, -0.65], [-4.98, -3.73, -2.24], [4.54, 2.30, -5.44], [-3.57, -3.59, 1.61], [0.13, -2.74, -1.19], [-1.91, 0.61, 3.48], [-3.46, -2.72, -0.60], [-3.98, -2.82, -1.89], [-3.90, -0.30, 1.81], [-3.25, 0.80, 3.83], [-0.93, 2.65, -1.35], [-1.61, -0.09, 2.32], [0.40, 0.33, -3.14], [1.88, -3.92, -0.05], [4.78, 2.32, 2.53], [-5.00, -4.55, 0.02], [4.20, 0.02, -2.49], [1.72, -4.17, 2.30], [-0.73, -3.01, 2.29], [3.69, 2.48, 2.44], [-0.12, 2.93, 2.10], [2.93, 2.62, 3.60], [-4.25, 0.37, 2.97], [-3.54, 1.35, 5.03], [2.50, 3.40, -4.58], [2.68, 1.12, -1.44], [-5.46, -3.76, -3.49], [3.50, 0.86, -2.53], [-6.45, -5.48, -1.60], [-0.28, -0.28, 2.01], [-4.90, -0.71, 0.98], [1.82, 3.08, -2.58], [2.76, 0.51, -0.54], [3.48, 1.69, -3.66], [-1.30, 0.00, -3.55], [3.93, 0.64, -5.48], [1.18, 3.96, -2.56], [-5.49, -4.59, -1.28], [2.89, 2.11, 5.69], [-0.03, -3.07, 1.14], [-0.71, 1.69, -3.45], [0.68, 3.59, -0.35], [0.90, 2.51, -0.33], [-2.13, -1.45, -0.14], [-0.38, -2.29, -2.38], [1.33, -3.44, -1.24], [-0.89, 0.72, -1.55], [0.94, 3.00, 4.35], [1.66, 2.50, 1.04], [3.64, 3.68, 5.35], [-0.63, 0.68, -3.01]], "mulliken_charge": [0.082, 0.359, -0.270, -1.461, -0.304, 0.552, -0.335, -0.968, -0.254, -0.265, -0.004, 0.387, -1.445, 0.506, 0.411, -0.462, 0.520, -0.501, -0.267, -0.278, -0.833, 0.306, -0.850, -0.065, 0.392, -0.338, 0.416, 0.000, -0.486, 0.568, 0.721, 0.499, 0.456, 0.466, 0.184, 0.679, 0.352, 0.054, 0.421, -0.274, -0.363, -1.005, 0.512, 0.750, 0.178, -0.282, 0.402, -0.101, -0.273, -1.136, -0.264, -0.494, -0.326, -0.711, 0.751, 0.793, 0.419, 0.270, 0.495, 0.642, 0.354, 0.780, 0.544, 0.585, 0.321, -0.625, -0.376, 0.032, 0.964, 0.452, 0.276, 0.295, -1.531], "e_homo_ev": -11.28, "energy_ha": -3246.24710, "charge": 1}



{"formula": "C36H21F15GeN5O5SSr", "method": "the ωB97M-V functional and the def2-TZVPD basis", "symbols": ["C", "C", "Ge", "H", "C", "F", "H", "C", "C", "F", "S", "F", "C", "H", "C", "F", "O", "H", "H", "C", "C", "C", "C", "H", "F", "C", "H", "C", "F", "F", "C", "C", "C", "C", "C", "F", "H", "O", "F", "C", "N", "H", "F", "C", "C", "H", "H", "O", "C", "H", "C", "C", "F", "F", "H", "C", "H", "N", "O", "C", "C", "C", "C", "N", "N", "C", "C", "H", "H", "N", "C", "C", "H", "C", "C", "F", "F", "F", "H", "H", "H", "Sr", "C", "H", "O"], "coordinates": [[0.49, 1.49, -4.17], [-2.15, -2.59, -0.07], [0.44, 1.91, 2.48], [2.68, 0.17, -3.75], [2.61, 4.93, 5.50], [2.22, 1.38, 5.16], [2.80, -1.88, -3.16], [1.88, -0.62, 2.77], [-2.17, 3.16, 3.36], [-4.15, 4.28, 4.04], [1.14, 2.31, 0.50], [1.74, 6.70, 4.22], [2.73, -2.36, -2.18], [3.26, -3.32, -2.26], [3.43, 0.88, -1.86], [-1.51, 3.90, 4.26], [-3.74, 0.03, -3.57], [0.99, -4.03, -3.35], [0.97, 2.01, -5.02], [1.08, -2.70, 3.64], [-2.89, -0.12, -2.70], [2.08, -1.96, 3.04], [-0.11, -2.07, 3.98], [-1.14, -1.80, -7.07], [1.26, -3.98, 3.91], [-0.39, -2.53, -5.20], [-0.42, -3.49, -2.44], [0.70, 0.04, 3.07], [2.90, 0.05, 2.21], [-1.07, -2.76, 4.60], [-4.39, -3.01, -0.73], [1.23, 4.47, 3.61], [0.52, -3.15, -2.89], [0.17, 0.07, -4.59], [-4.28, -1.99, -1.66], [-5.61, 2.81, 2.29], [3.39, 1.81, -1.28], [-5.54, -3.72, -0.57], [3.23, -2.56, 2.69], [-3.54, 3.37, 3.27], [-2.04, -1.62, -0.97], [1.18, -2.95, -0.95], [3.22, 5.80, 6.31], [-0.68, -1.54, -6.12], [-3.67, 1.67, 1.59], [2.90, 0.15, -0.05], [-3.36, -4.10, 0.84], [0.05, -2.04, 0.63], [-3.31, -3.32, 0.09], [4.50, -1.47, -1.35], [-4.29, 2.62, 2.38], [2.70, 1.10, -3.18], [-1.74, 0.54, 0.96], [0.49, 4.96, 2.60], [-0.60, -3.57, -5.40], [2.72, 3.57, 5.73], [4.49, 0.67, -2.08], [2.86, -0.16, -1.01], [-1.86, 0.59, -2.47], [-3.08, -1.31, -1.74], [-0.27, -0.73, 3.69], [3.42, -1.51, -1.13], [-0.39, -0.22, -5.83], [0.43, -0.88, -3.71], [1.31, 1.51, -2.97], [-2.30, 1.51, 1.71], [-1.51, 2.24, 2.57], [-0.46, 1.98, -3.95], [-5.09, -1.70, -2.32], [1.32, -2.54, -1.86], [2.07, 2.68, 4.88], [1.32, 3.10, 3.80], [3.30, -2.00, -0.16], [-0.91, -2.84, 0.81], [1.85, 5.39, 4.43], [-1.45, -0.19, 4.06], [-4.39, 0.94, 0.74], [3.44, 3.13, 6.77], [-0.61, 0.57, -6.53], [-6.20, -3.37, -1.18], [1.28, 2.43, -2.54], [0.08, -0.11, -1.07], [0.17, -2.15, -3.99], [3.26, 1.83, -3.77], [-0.97, -3.79, 1.60]], "mulliken_charge": [-1.677, -0.160, 1.031, 0.227, 0.654, -0.256, 0.350, 0.390, 0.717, -0.320, -0.771, -0.307, -0.813, 0.433, -1.222, -0.307, -0.830, 0.461, 0.515, 0.952, -0.156, 0.157, 0.253, 0.391, -0.399, -1.285, 0.246, -0.421, -0.623, -0.414, 1.013, 0.218, -1.373, 0.849, -0.584, -0.328, 0.427, -0.572, -0.418, 0.003, 1.448, 0.179, -0.317, -0.506, -0.406, 0.109, 0.589, -0.445, -0.994, 0.371, 0.456, -0.527, 0.429, -0.332, 0.489, -0.027, 0.305, 0.650, -0.494, -0.607, 0.518, -1.098, -1.196, 1.216, 0.279, 0.878, -1.298, 0.360, 0.449, 0.402, 0.604, -0.448, 0.253, -0.079, 0.051, -0.411, -0.211, -0.306, 0.483, 0.301, 0.295, 1.295, 0.639, 0.439, -0.835], "e_homo_ev": -5.93, "relative_energy_kcal_mol": 0.0, "energy_ha": -6038.56782, "charge": -1}